No. 1
Density functional theory data (ωB97M-V with the def2-TZVPD basis set) for an isolated molecule of C2HClO2.

total charge = 0
DFT total energy = -687.4208 a.u.
E_LUMO = 0.025 Eh
largest force on an atom = 3.31 eV Å⁻¹
SMILES string = O=C1O[C@@H]1Cl
HOMO-LUMO gap = 11.01 eV

Element x y z (Å)
O (-1.266, -0.365, -1.147)
C (-1.855, -0.291, 0.020)
O (-2.943, -0.093, 0.506)
Cl (0.257, -2.248, 0.081)
H (0.438, 0.169, 0.043)
C (-0.296, -0.612, -0.078)

=====

No. 2
Density functional theory data (ωB97M-V with the def2-TZVPD basis set) for an isolated molecule of C4H6N2.

total charge = 0
DFT total energy = -265.3602 a.u.
E_LUMO = 0.027 Eh
largest force on an atom = 4.47 eV Å⁻¹
SMILES string = C=C=CNN=C
HOMO-LUMO gap = 9.13 eV

Element x y z (Å)
H (-1.993, 0.386, -1.850)
H (0.290, 1.149, 0.140)
C (-0.191, -1.191, -0.012)
H (1.660, 1.865, 0.990)
C (-1.857, 0.650, -0.872)
C (1.318, 1.068, 0.395)
C (-0.906, -0.086, -0.279)
H (1.603, -1.985, 0.713)
H (-0.607, -2.091, 0.541)
N (1.835, -0.104, 0.553)
N (1.191, -1.157, 0.253)
H (-2.342, 1.498, -0.571)

=====

No. 3
Density functional theory data (ωB97M-V with the def2-TZVPD basis set) for a cluster of 9 separate species, C17H54N2O11 in total.

total charge = 0
DFT total energy = -1617.0827 a.u.
E_LUMO = 0.019 Eh
largest force on an atom = 1.76 eV Å⁻¹
SMILES string = COC[C@H](C)N.COC[C@H](C)N.OCCO.OCCO.CO.CO.CO.CO.CO
HOMO-LUMO gap = 9.45 eV

Element x y z (Å)
H (-2.944, 0.069, -0.379)
H (-2.078, -1.961, -5.070)
H (-1.798, -0.568, -3.928)
C (1.231, -3.479, 0.403)
O (0.915, -3.980, 1.693)
H (4.684, 0.437, -1.985)
H (2.046, -0.479, -2.401)
H (3.195, 1.426, 4.120)
C (-3.943, -0.234, -0.701)
H (-3.312, -0.545, 3.856)
H (2.558, -0.452, 1.007)
H (0.221, 4.148, -3.150)
C (2.325, 0.765, 4.193)
H (-0.664, 3.980, 0.050)
H (-5.685, -1.027, 3.646)
H (1.845, 3.719, -3.359)
H (-2.777, 2.401, 1.088)
C (-1.025, 3.140, 0.646)
N (3.433, -1.219, 3.201)
H (3.793, 2.485, -6.074)
H (-0.592, -0.972, 1.450)
H (-2.472, -3.332, 1.882)
H (3.788, 2.455, -2.634)
H (2.692, 2.928, 0.969)
O (3.788, 0.390, -2.331)
H (1.403, 1.353, 4.166)
C (4.323, 1.499, -4.450)
H (0.017, -3.654, 1.908)
H (0.782, 0.648, -0.714)
H (-1.776, -3.873, 3.233)
H (-0.943, -1.785, 3.758)
C (2.469, 0.409, 1.686)
H (0.948, 3.052, -1.893)
H (3.520, -1.628, 4.120)
H (-4.146, 0.363, -1.596)
C (-5.404, -2.083, 3.567)
N (-1.653, -3.208, 2.473)
H (1.367, -0.772, 3.046)
C (0.329, 0.022, -1.482)
H (5.396, 1.502, -4.234)
H (4.062, 0.631, -5.057)
H (-0.549, 0.549, -1.876)
O (-4.120, -2.252, 3.007)
H (-0.439, 2.267, 0.344)
C (3.502, 2.251, 0.678)
O (1.108, -0.354, -2.600)
H (-5.734, -0.366, 0.109)
C (2.340, -0.271, 3.052)
H (-6.088, -2.616, 2.917)
H (-5.414, -2.484, 4.590)
H (1.545, 0.981, 1.536)
O (-4.874, 0.007, 0.323)
H (0.265, -0.921, -4.115)
H (-4.816, -1.967, -1.567)
O (-2.761, -1.905, -1.924)
C (-3.113, -1.619, 3.758)
H (2.475, 0.318, 5.179)
H (2.097, 5.562, -2.365)
H (-3.065, -2.061, 4.768)
H (2.087, -4.032, 0.018)
C (3.536, 1.524, -3.161)
C (-3.869, -1.702, -1.066)
C (-1.767, -1.834, 3.042)
H (4.305, -0.736, 3.013)
C (1.112, 3.886, -2.563)
H (0.397, -3.530, -0.304)
H (2.466, 1.569, -3.330)
H (-1.567, 0.194, 2.219)
O (-0.136, -1.352, -4.883)
O (3.620, 1.207, 1.626)
H (-3.832, -2.320, -0.160)
H (3.321, 1.845, -0.324)
O (1.556, 5.005, -1.803)
H (-1.739, -0.338, -5.675)
C (-1.521, -1.047, -4.864)
H (-0.140, -0.867, -1.041)
H (4.444, 2.793, 0.673)
H (1.556, -2.423, 0.439)
C (-1.584, -0.852, 1.895)
H (-2.857, -2.764, -2.343)
H (-0.884, 3.451, 1.683)
H (-2.386, -0.994, 1.171)
O (-2.404, 2.917, 0.368)
O (4.015, 2.711, -5.168)

=====

No. 4
Density functional theory data (ωB97M-V with the def2-TZVPD basis set) for a structure of composition C5H5Cl2CoNO4Ti.

total charge = +4
DFT total energy = -3699.8648 a.u.
spin multiplicity = 6
E_LUMO (alpha / beta) = -0.629 / -0.826 Eh
largest force on an atom = 13.36 eV Å⁻¹
HOMO-LUMO gap (alpha / beta) = 8.14 / 2.32 eV

Element x y z (Å)
Co (0.591, -0.808, -4.068)
H (-0.904, -1.313, 4.202)
H (1.051, -1.196, 3.082)
C (-1.504, -0.906, 3.382)
O (-1.064, 0.521, 1.506)
N (0.702, -0.549, 2.391)
Ti (-0.734, 1.550, -0.086)
Cl (-1.626, 3.492, -0.574)
O (1.269, -3.166, -5.589)
H (1.346, -0.046, 1.773)
Cl (-0.396, -0.291, -2.068)
C (0.852, 0.939, -4.279)
O (2.267, 2.114, 0.209)
C (1.104, 1.900, 0.108)
O (0.855, 2.059, -3.959)
C (-0.600, -0.276, 2.384)
H (-2.061, -1.733, 2.919)
H (-2.212, -0.175, 3.783)
C (1.064, -2.116, -5.116)

=====

Listing energy above the lowest of the compared OMol25 structures with the same formula, charge and spin for the structures above in their given order: 26.2 110.0 0.0 34.7 kcal per mole.